DFT (the ωB97M-V functional and the def2-TZVPD basis) results for a gas-phase ion, C7H12BN2O2 (charge +1).

E_tot: -558.596363 Ha
ΔE to the lowest compared entry with this formula, charge and spin: 0.00 kcal/mol
max |F|: 0.08566 Eh/bohr
HOMO: -12.501 eV
orbital gap: 9.231 eV
SMILES: C[N+](C)=c1cc[nH]cc1B(O)O
LUMO energy: -3.3 eV
total charge: +1

Positions of all 24 atoms, in Å:
C 2.12790 0.09349 1.42371
H -1.81016 1.87216 -1.59698
N 2.01706 1.26292 2.12248
H -2.10393 -1.37486 -1.48576
C -2.12612 1.21537 -0.81586
H -0.33133 -1.33454 -1.79512
H -2.44124 1.62560 0.23374
H 2.82441 1.54199 2.79477
H 0.72103 2.58591 2.91466
H 3.05897 -0.36865 1.46940
B 1.62636 -1.98499 -0.05606
C -1.18914 -0.73313 -1.57744
C -0.07409 0.45460 0.34119
H -3.07127 0.71552 -1.12570
O 0.51853 -2.75553 0.02346
C 1.29354 -0.48639 0.48531
C 0.82188 1.83027 2.23739
H -1.10431 1.98454 1.51613
N -1.02173 0.29218 -0.55634
H 0.81379 -3.66966 0.14860
H -1.40565 -0.25494 -2.45249
O 2.85923 -2.29507 -0.39668
C -0.20879 1.41838 1.43410
H 2.82275 -3.22049 -0.67810

=====

DFT (the ωB97M-V functional and the def2-TZVPD basis) results for a single C7H12BN3O4 molecule.

E_tot: -764.058037 Ha
ΔE to the lowest compared entry with this formula, charge and spin: 0.00 kcal/mol
max |F|: 0.02378 Eh/bohr
HOMO: -8.837 eV
orbital gap: 8.796 eV
LUMO energy: 0.0 eV
total charge: 0

Positions of all 27 atoms, in Å:
H -4.73444 -0.68495 -0.69092
H 3.02745 -3.15584 -0.94001
C -0.43622 0.13382 -0.81030
H -2.81798 2.78302 1.11822
O 3.52074 1.57405 -0.18083
N 0.91224 0.18409 -0.54009
C -0.97291 1.29594 -0.31958
C 2.49204 -3.04683 -0.00380
H -4.68082 0.63583 0.50390
H -3.45901 -0.62299 0.53758
C 2.60275 1.72962 0.60679
H 3.04976 -1.09321 0.82552
H 1.36411 -1.57700 1.03256
C 1.22173 1.31379 0.10650
O 2.55390 2.16712 1.76355
N 0.07464 1.98659 0.23665
C -4.09100 -0.02855 -0.12305
H 1.55271 -3.59138 -0.01962
H 1.38942 -1.43572 -1.53023
H 0.00822 2.87072 0.71323
N 1.83184 -0.82723 -0.85508
H 3.07358 -3.49281 0.79590
O -3.29488 0.73026 -1.04524
O -2.98188 2.79585 0.16861
B -2.49450 1.63225 -0.39795
C 2.21643 -1.59845 0.35188
H -0.92793 -0.67801 -1.30420

=====

DFT (the ωB97M-V functional and the def2-TZVPD basis) results for a single C7H12BNO2 molecule.

E_tot: -503.780523 Ha
max |F|: 0.11417 Eh/bohr
HOMO (spin up / spin down): -4.442 / -9.179 eV
multiplicity: 3
orbital gap (spin up / spin down): 4.985 / 5.389 eV
LUMO energy (spin up / spin down): 0.5 / -3.8 eV
⟨S²⟩: 2.019
total charge: 0

Positions of all 23 atoms, in Å:
H -2.12714 1.29454 -0.30362
C 3.06974 -1.47248 0.17509
H -0.68464 2.52461 0.76774
H -0.03499 2.88625 -0.72083
O -0.81996 -2.33960 0.63186
H 1.95008 2.15564 0.73404
C 1.76024 -0.81202 -0.29645
O 1.49767 -0.82485 -1.46027
H 3.66659 -1.66112 -0.74389
B 1.03560 1.40500 0.62714
H 0.86721 -0.75497 1.56819
H 3.62557 -0.81321 0.98708
C -1.11163 1.02563 -0.55307
N -0.81818 -0.11333 0.19024
H -0.82532 0.77301 -1.68282
H 2.69184 -2.29407 0.75790
C -1.40822 -1.35644 0.26193
H -3.14618 -2.33645 0.08475
C 0.87951 -0.08478 0.68611
H -2.61265 -1.52124 -1.43300
C -2.79720 -1.39562 -0.30708
H -3.52842 -0.52346 -0.28954
C -0.17574 2.08928 -0.02805

=====

DFT (the ωB97M-V functional and the def2-TZVPD basis) results for a molecular structure, C7H12Br6Na5O3.

E_tot: -16753.997120 Ha
ΔE to the lowest compared entry with this formula, charge and spin: 0.00 kcal/mol
max |F|: 0.14175 Eh/bohr
HOMO: -16.661 eV
orbital gap: 3.401 eV
LUMO energy: -13.3 eV
total charge: +3

Positions of all 33 atoms, in Å:
H -8.14225 -32.96604 20.91261
Na -8.00264 -33.41785 16.91118
H -6.71852 -35.79844 20.65894
Br -9.46888 -37.48853 17.96103
Br -3.96575 -34.86380 21.69602
C -8.78746 -36.74788 19.63219
H -4.92197 -36.91178 22.94464
H -5.68304 -33.65686 22.71180
H -7.03702 -34.34974 20.59620
H -7.69774 -36.76726 19.61714
C -9.36950 -35.26795 19.86233
O -5.72360 -34.72782 19.39926
C -6.31624 -36.62120 21.25001
Na -7.87915 -35.93064 16.79577
H -8.99974 -34.68713 20.70733
C -6.53736 -35.12734 18.52786
Na -6.31461 -32.99212 18.82655
C -5.41243 -36.09430 22.41618
Na -4.28819 -34.82214 18.38384
H -9.16186 -37.37865 20.43846
H -6.69029 -32.15448 22.77981
Br -11.33767 -35.23063 20.02147
H -6.05822 -35.60400 23.14464
O -7.56956 -34.49255 18.31182
H -9.14706 -34.64149 18.99853
Br -4.96821 -32.07904 20.95345
O -6.07855 -35.81053 17.61704
C -6.29342 -32.95025 22.14944
Na -5.42170 -35.36452 16.07249
H -5.83244 -37.35290 20.60299
Br -8.03099 -37.42132 21.97523
C -7.43057 -33.66683 21.34909
Br -8.65330 -34.69006 22.59491

=====

DFT (the ωB97M-V functional and the def2-TZVPD basis) results for a molecular structure, C7H12BrIrN2O7P2.

E_tot: -4270.739652 Ha
max |F|: 0.04751 Eh/bohr
HOMO (spin up / spin down): -16.719 / -16.732 eV
orbital gap (spin up / spin down): 6.932 / 6.868 eV
LUMO energy (spin up / spin down): -9.8 / -9.9 eV
total charge: +2

Positions of all 32 atoms, in Å:
N -1.47528 0.91422 -1.92330
Ir -0.04867 1.26016 -0.42773
C -2.60924 1.47353 -1.49625
H 3.41798 -1.71350 1.37637
O 1.17354 2.01177 1.09748
H 2.99706 0.39252 -1.09119
Br -2.23516 2.56289 0.03314
O -0.20094 -0.58107 0.41366
P 2.42628 1.13776 0.97658
H 0.53139 0.65250 3.20832
C 2.04994 -0.34064 2.04737
C -1.56064 0.07239 -2.97181
O 2.22547 0.63657 -0.55785
C -3.93789 0.37284 -3.09738
H -2.77270 -0.90525 -4.41052
O 3.81377 1.44774 1.32051
H 4.11961 -0.43075 2.23032
H -4.72708 1.74647 -1.60779
H -0.55880 -2.48729 2.12162
H 3.34534 -1.68393 3.04710
H 1.25011 -0.74612 4.02267
P 0.99570 -1.42388 0.95323
O 1.99981 -2.01570 0.05347
O 0.39472 -2.46706 1.97879
C -3.84363 1.26928 -2.00977
C -2.75693 -0.21615 -3.57673
H -0.63667 -0.37202 -3.31477
N 3.33485 -1.09975 2.20766
H -5.16807 -0.48095 -4.31002
C 1.45611 0.10313 3.36850
H 2.13747 0.76481 3.90912
O -5.13744 0.14546 -3.57084

=====

DFT (the ωB97M-V functional and the def2-TZVPD basis) results for a gas-phase ion, C7H12Cl2N3O (charge +1).

E_tot: -1433.431416 Ha
ΔE to the lowest compared entry with this formula, charge and spin: 25.08 kcal/mol
max |F|: 0.08170 Eh/bohr
HOMO: -13.962 eV
orbital gap: 9.605 eV
SMILES: CCCCO\C(Cl)=[NH+]/C=N\C=N\Cl
LUMO energy: -4.4 eV
total charge: +1

Positions of all 25 atoms, in Å:
H -4.03802 1.95071 0.65801
H 1.67276 0.31364 -2.01718
C -3.09622 1.33603 0.46173
H -0.82100 0.80151 2.98518
Cl -1.65380 -2.55218 -0.30296
H 3.61846 0.12931 -0.28595
H -0.40794 1.41964 -1.36264
O -0.35429 -0.55416 -0.74144
C 2.51643 -1.62251 -0.52075
Cl -3.79356 0.84413 -1.97486
H 2.03886 1.70449 -0.92521
H -1.55340 -1.37956 2.02639
C 1.77224 0.71970 -1.06873
C 0.25001 0.76216 -0.62695
C 2.61943 -0.17729 -0.19677
N -2.68660 0.80322 -0.62774
H 0.00167 1.18124 0.39037
C -1.06483 -1.09755 0.13328
H 2.22383 0.10321 0.77725
H 3.00997 -2.28870 0.32604
N -1.27211 -0.66321 1.41438
H 3.11918 -1.85649 -1.29598
C -1.37976 0.59485 2.02916
N -2.18401 1.44152 1.56774
H 1.46270 -1.91373 -0.82237

=====

DFT (the ωB97M-V functional and the def2-TZVPD basis) results for a molecular structure, C7H12CoO3.

E_tot: -1880.772255 Ha
max |F|: 0.11048 Eh/bohr
HOMO (spin up / spin down): -21.459 / -22.095 eV
multiplicity: 5
orbital gap (spin up / spin down): 6.129 / 4.943 eV
LUMO energy (spin up / spin down): -15.3 / -17.2 eV
⟨S²⟩: 6.037
total charge: +3

Positions of all 23 atoms, in Å:
H 3.78439 0.47258 1.45606
H -0.99675 -1.31950 2.47967
C -1.76772 -0.25451 -1.16764
C -0.59449 -1.80904 1.56588
H -0.71942 0.10831 -1.27739
C -1.20440 -1.21492 0.43568
C 1.51655 -0.87447 1.18099
H -1.01986 -2.84114 1.58964
C 5.02068 -0.92856 0.35531
C -2.69203 0.59791 -0.46015
O 0.80418 -1.90982 1.57071
O 2.71383 -1.21398 0.91194
C 3.72298 -0.20735 0.59738
H 4.93610 -1.61623 -0.49479
H -2.29515 1.59490 -0.24811
H -2.32398 -0.19832 0.82332
H -3.72233 0.55604 -0.82545
H -2.16330 -1.01903 -1.84788
Co 0.87755 2.03284 0.97723
H 5.78964 -0.18055 0.12362
O 1.02062 0.25491 1.08665
H 3.37986 0.33485 -0.29239
H 5.33346 -1.48367 1.24803

=====

DFT (the ωB97M-V functional and the def2-TZVPD basis) results for a molecular structure, C7H12CrF9O12S3.

E_tot: -4314.710029 Ha
max |F|: 0.12153 Eh/bohr
HOMO (spin up / spin down): -5.265 / -5.819 eV
multiplicity: 5
orbital gap (spin up / spin down): 6.844 / 7.393 eV
LUMO energy (spin up / spin down): 1.6 / 1.6 eV
⟨S²⟩: 6.005
total charge: -1

Positions of all 44 atoms, in Å:
H 0.67491 -2.62299 2.08040
F -0.61296 -1.35498 -5.75791
C 1.52681 -2.76826 0.00835
C 1.19465 -3.29749 1.39995
S -2.12461 -1.40179 0.75419
C -0.56044 -1.80443 -4.47664
H 2.08039 2.76693 2.56220
F -2.33360 0.14395 2.99151
H 0.58268 -2.64388 -0.52199
S -1.53803 2.54641 -0.71513
C 2.26880 1.89535 1.93535
F -3.17619 3.81600 0.84035
O -0.46482 0.93020 -4.02519
H 3.07606 1.26056 2.30069
F -1.09038 4.39360 0.96557
H 1.91367 -3.76625 2.07180
C -1.92285 3.38500 0.86110
F -3.83329 -1.40895 2.79090
F -1.54688 -2.69653 -4.47649
F -1.82087 2.56226 1.87654
O -2.25058 -0.07891 -2.91746
C -2.58177 -1.15397 2.60447
O -3.13383 -0.71883 -0.15113
O 1.14605 1.05799 1.70343
S -0.86459 -0.22410 -3.29919
H 2.31913 -3.27152 -0.54578
H 0.58081 1.10503 2.47795
Cr 0.86726 0.09836 -0.26503
O 2.77918 1.43974 -0.43659
H 3.72040 2.93386 0.72224
O -0.29911 1.80155 -0.50932
O -0.77900 -0.82102 0.54887
O 0.10074 -0.42735 -2.10493
O -2.72135 1.74006 -1.09535
O -2.18346 -2.86769 0.55666
H 2.91702 -1.86700 0.73343
H 0.43568 -4.04393 1.16566
H 3.06082 1.81699 -1.27322
O -1.29646 3.68526 -1.58907
F 0.59225 -2.37359 -4.08683
C 2.76001 2.43693 0.58503
H 2.19558 3.27125 0.16858
O 2.23420 -1.50217 0.16575
F -1.89183 -1.97149 3.37628

=====

DFT (the ωB97M-V functional and the def2-TZVPD basis) results for a molecular structure, C7H12LiNaO4.

E_tot: -744.746385 Ha
ΔE to the lowest compared entry with this formula, charge and spin: 0.00 kcal/mol
max |F|: 0.02583 Eh/bohr
HOMO (spin up / spin down): -0.596 / -3.729 eV
multiplicity: 2
orbital gap (spin up / spin down): 1.293 / 4.416 eV
LUMO energy (spin up / spin down): 0.7 / 0.7 eV
⟨S²⟩: 0.750
total charge: -1

Positions of all 25 atoms, in Å:
H 0.07463 1.51361 2.64051
H -0.29761 4.32527 0.21401
H 2.07359 1.71337 1.31538
C 1.14549 2.15659 0.92715
C 1.29678 2.97363 -0.32634
C 0.09192 3.83736 -0.71477
C -0.69300 -4.85715 0.30729
H 2.20104 3.60813 -0.22406
C -0.28902 -2.51739 0.24893
C 0.04793 2.07554 1.70232
H -1.30956 -2.35985 0.62909
O -0.88123 3.13082 -1.39686
H 0.39854 -2.49759 1.10670
Li -1.45239 -6.64844 1.36357
H -0.11398 -1.83234 -1.79307
O -0.22048 -3.80567 -0.37094
H 1.50619 2.28124 -1.16432
H -0.54531 -0.53770 -0.67053
Na -2.02782 3.83274 -3.48207
H 0.49659 4.69443 -1.30117
O -0.94589 -5.88854 -0.36558
H 1.16306 -1.24881 -0.72299
C 0.08595 -1.46937 -0.77411
O -0.86030 -4.79358 1.55234
H -0.94509 2.31369 1.29951

=====

DFT (the ωB97M-V functional and the def2-TZVPD basis) results for a single C7H12N2 molecule.

E_tot: -383.252410 Ha
ΔE to the lowest compared entry with this formula, charge and spin: 107.18 kcal/mol
max |F|: 0.05356 Eh/bohr
HOMO: -8.908 eV
orbital gap: 9.888 eV
SMILES: N[C@H]1[C@H]2C[C@@H]1[C@@H]1NC[C@@H]21
LUMO energy: 1.0 eV
total charge: 0

Positions of all 21 atoms, in Å:
C 0.53713 1.21951 -0.23015
H 0.12114 1.38438 1.90612
H -2.93150 -1.27884 0.71981
C -2.31413 -0.88323 -0.06275
H 1.89495 0.99303 1.42657
N -2.39884 0.68495 -0.29055
H 0.76885 2.22235 -0.58175
H 0.97327 -1.59471 1.24276
C -0.88492 0.56870 -0.54007
H 2.98055 -1.26420 -0.11655
C 0.79461 0.85995 1.21603
H 3.23537 -0.17797 -1.36076
H -2.30357 -1.48717 -0.93097
N 2.69935 -0.35617 -0.49288
H -2.95292 0.82492 -1.17473
H -0.72836 0.14053 -1.50247
C -0.92695 -0.44235 0.53580
H -1.39068 -0.01942 1.47238
C 0.58455 -0.67340 0.79934
C 1.29784 -0.16996 -0.55587
H 0.94427 -0.55092 -1.47930

=====

DFT (the ωB97M-V functional and the def2-TZVPD basis) results for a single C7H12N2 molecule.

E_tot: -383.229825 Ha
ΔE to the lowest compared entry with this formula, charge and spin: 121.35 kcal/mol
max |F|: 0.14541 Eh/bohr
HOMO: -8.037 eV
orbital gap: 9.000 eV
SMILES: CN1C[C@H]2NC[C@@H]3[C@H]2[C@@H]31
LUMO energy: 1.0 eV
total charge: 0

Positions of all 21 atoms, in Å:
C 0.72967 -1.27981 -0.37708
H -0.94673 2.33153 0.55974
N 1.35896 0.01102 -0.31227
C 2.28281 -0.03269 0.67652
C 0.48320 1.16726 -0.66584
H 0.10305 -0.27809 1.48200
H -1.09374 -1.62823 -1.53708
C -0.83934 -0.87438 -0.67665
H 3.37850 0.64391 0.37225
C -1.08417 0.23873 1.25913
H 1.15987 -1.98254 -1.15548
H 1.93548 0.43035 1.79582
H -1.61384 0.86960 -1.92602
C -0.88536 0.54335 -1.06693
H -2.64527 -0.37442 0.40596
N -1.72257 -0.93030 0.55605
H 0.95098 2.10180 -1.04965
H -1.63472 0.51189 2.26078
C -0.74061 1.34056 0.17725
H 0.53255 -1.82693 0.55850
H 2.74190 -0.98207 0.56835

=====

DFT (the ωB97M-V functional and the def2-TZVPD basis) results for a single C7H12N2 molecule.

E_tot: -383.357295 Ha
ΔE to the lowest compared entry with this formula, charge and spin: 41.37 kcal/mol
max |F|: 0.04091 Eh/bohr
HOMO: -8.281 eV
orbital gap: 9.346 eV
SMILES: C[C@H]1[C@@H]2N[C@@H]2[C@@H]2CCN12
LUMO energy: 1.1 eV
total charge: 0

Positions of all 21 atoms, in Å:
C 1.77003 -1.43285 -0.84527
H 1.70925 -2.15858 -1.65676
N 0.78371 0.55573 0.06621
C -0.67787 -1.29356 -0.36574
H -0.54504 1.62879 -1.19562
C 0.56160 -0.53475 -0.86303
H 0.56620 0.31721 2.21359
C -0.04418 0.43961 1.29260
C 0.14084 1.81522 -0.35038
H 1.88304 -1.82225 0.14765
H -0.75261 -2.34798 -0.68573
H -1.65858 2.03127 0.93923
H -0.10537 2.66681 1.67006
C -0.57263 1.95183 1.00364
N -1.81376 -0.44507 -0.26196
H 0.35576 -0.15576 -1.89799
H 2.64857 -0.83289 -1.07797
C -0.99156 -0.72401 0.95310
H -2.62749 -1.03638 -0.21321
H -1.45624 -1.25621 1.77290
H 0.82633 2.63384 -0.64532